Record 1
{
  "formula": "C28H30N12O2S2Tc",
  "method": "wB97M-V/def2-TZVPD",
  "species": ["Tc", "C", "N", "C", "C", "N", "C", "S", "C", "C", "C", "C", "C", "N", "H", "H", "H", "H", "H", "H", "H", "H", "H", "N", "C", "N", "N", "N", "N", "C", "N", "N", "N", "N", "H", "O", "S", "C", "C", "C", "C", "C", "C", "C", "C", "C", "C", "C", "C", "C", "C", "H", "H", "H", "H", "H", "H", "H", "H", "H", "H", "H", "H", "H", "H", "C", "C", "C", "O", "H", "H", "H", "H", "H", "H"],
  "xyz": [[0.659, 0.232, 0.742], [4.527, -1.349, -0.953], [3.337, -1.739, -1.724], [3.333, -1.909, -3.095], [2.087, -2.264, -3.446], [1.329, -2.312, -2.288], [2.111, -1.969, -1.242], [1.672, -1.848, 0.445], [-0.041, -2.817, -2.231], [-0.740, -3.058, -3.395], [-1.999, -3.624, -3.266], [-2.493, -3.920, -2.006], [-1.716, -3.597, -0.906], [-0.506, -3.040, -1.026], [5.366, -1.960, -1.272], [4.344, -1.516, 0.102], [4.754, -0.300, -1.135], [4.220, -1.776, -3.694], [1.682, -2.479, -4.419], [-0.351, -2.801, -4.372], [-2.585, -3.833, -4.153], [-3.455, -4.396, -1.875], [-2.062, -3.786, 0.105], [-2.093, 0.080, -1.321], [-0.880, 0.398, -1.861], [-0.638, 0.607, -3.129], [0.716, 0.814, -3.196], [1.262, 0.732, -2.035], [0.251, 0.474, -1.145], [-2.213, -0.385, -0.045], [-3.303, -0.805, 0.527], [-2.900, -1.189, 1.793], [-1.638, -1.004, 1.958], [-1.157, -0.488, 0.787], [-2.905, 0.077, -1.922], [-0.123, 2.024, 1.235], [0.148, 3.235, 2.206], [-0.190, 2.645, 3.902], [-1.624, 2.686, 4.344], [-2.126, 3.830, 4.957], [-3.443, 3.868, 5.392], [-4.261, 2.759, 5.223], [-3.761, 1.613, 4.623], [-2.443, 1.577, 4.181], [-1.282, 4.246, 1.823], [-1.129, 4.769, 0.418], [-0.368, 5.905, 0.162], [-0.214, 6.361, -1.140], [-0.813, 5.676, -2.191], [-1.564, 4.537, -1.939], [-1.718, 4.082, -0.636], [0.456, 3.269, 4.524], [0.213, 1.630, 3.886], [-1.480, 4.689, 5.121], [-3.827, 4.760, 5.872], [-5.288, 2.787, 5.569], [-4.390, 0.739, 4.505], [-2.056, 0.676, 3.716], [-1.298, 5.035, 2.579], [-2.145, 3.591, 1.951], [0.094, 6.448, 0.983], [0.367, 7.255, -1.334], [-0.706, 6.040, -3.205], [-2.038, 4.008, -2.758], [-2.320, 3.200, -0.434], [4.198, 2.228, 2.394], [3.385, 1.876, 1.212], [3.709, 2.421, -0.125], [2.423, 1.097, 1.344], [4.582, 3.245, 2.312], [5.064, 1.555, 2.412], [3.643, 2.087, 3.319], [3.389, 3.470, -0.142], [3.187, 1.882, -0.915], [4.790, 2.424, -0.284]],
  "lumo_energy_ev": [-8.59, -7.88],
  "charge": 2,
  "multiplicity": 2,
  "e_homo_ha": [-0.5093, -0.5094],
  "e_tot_ev": -75351.7535
}

Record 2
{
  "formula": "C28H30N6O3PTi",
  "method": "wB97M-V/def2-TZVPD",
  "species": ["Ti", "C", "O", "C", "C", "C", "C", "C", "C", "N", "N", "C", "C", "C", "C", "O", "C", "N", "C", "C", "C", "C", "H", "H", "H", "H", "H", "H", "H", "H", "H", "H", "H", "H", "C", "P", "C", "C", "C", "C", "C", "C", "C", "H", "H", "H", "H", "H", "H", "H", "H", "H", "H", "H", "C", "N", "C", "C", "O", "N", "C", "N", "H", "H", "H", "H", "H", "H", "H"],
  "xyz": [[-0.818, 0.798, -0.291], [2.974, -7.691, -1.112], [1.999, -6.936, -0.386], [2.437, -6.117, 0.591], [3.775, -5.928, 0.912], [4.102, -5.045, 1.937], [3.129, -4.328, 2.605], [1.782, -4.571, 2.321], [1.441, -5.457, 1.322], [3.676, -3.422, 3.595], [3.097, -2.399, 3.986], [1.971, -1.817, 3.298], [0.818, -1.590, 3.977], [-0.286, -0.934, 3.366], [-0.178, -0.477, 2.103], [-1.163, 0.190, 1.395], [1.017, -0.658, 1.396], [1.034, -0.166, 0.104], [2.137, -0.360, -0.611], [3.286, -0.955, -0.098], [3.284, -1.401, 1.199], [2.111, -1.306, 1.974], [2.418, -8.258, -1.849], [3.503, -8.374, -0.446], [3.683, -7.032, -1.613], [4.556, -6.471, 0.403], [5.137, -4.890, 2.219], [1.000, -4.127, 2.919], [0.406, -5.682, 1.099], [0.733, -1.958, 4.992], [-1.214, -0.809, 3.909], [2.117, -0.015, -1.636], [4.164, -1.049, -0.721], [4.183, -1.826, 1.628], [0.805, 1.502, -3.789], [0.274, 2.222, -2.208], [1.675, 3.257, -1.687], [-0.994, 3.442, -2.680], [-1.792, 3.237, -3.803], [-2.793, 4.146, -4.129], [-3.010, 5.260, -3.330], [-2.218, 5.471, -2.205], [-1.220, 4.565, -1.882], [0.100, 0.755, -4.147], [1.776, 1.021, -3.671], [0.896, 2.296, -4.528], [1.750, 4.132, -2.331], [2.598, 2.680, -1.760], [1.569, 3.579, -0.654], [-1.644, 2.372, -4.439], [-3.393, 3.989, -5.016], [-3.780, 5.974, -3.592], [-2.369, 6.351, -1.593], [-0.598, 4.754, -1.013], [-5.499, 3.188, 1.730], [-4.349, 2.667, 0.988], [-4.489, 1.715, -0.101], [-3.057, 1.557, -0.499], [-2.535, 0.739, -1.308], [-2.261, 2.363, 0.200], [-3.074, 2.978, 1.126], [-2.573, 3.805, 2.018], [-6.097, 3.837, 1.094], [-5.169, 3.750, 2.598], [-6.107, 2.356, 2.078], [-5.090, 2.110, -0.924], [-4.919, 0.767, 0.222], [-1.578, 3.954, 2.045], [-3.142, 4.273, 2.702]],
  "lumo_energy_ev": [-6.11, -5.99],
  "e_above_lowest_ev": 0.543,
  "charge": 2,
  "multiplicity": 2,
  "e_homo_ha": [-0.4489, -0.4489],
  "e_tot_ev": -76998.0911
}

Record 3
{
  "formula": "C28H30N6O5ReS3",
  "method": "wB97M-V/def2-TZVPD",
  "species": ["Re", "N", "C", "S", "N", "N", "C", "C", "C", "C", "C", "C", "C", "C", "C", "C", "C", "C", "N", "H", "H", "H", "H", "H", "H", "H", "H", "H", "H", "H", "O", "C", "C", "C", "C", "C", "C", "C", "O", "N", "N", "C", "S", "C", "C", "S", "H", "H", "H", "H", "H", "H", "H", "H", "H", "C", "C", "C", "O", "H", "H", "H", "H", "H", "H", "H", "C", "O", "C", "O", "H", "H", "H"],
  "xyz": [[-0.500, -0.186, -0.398], [3.512, 0.297, -1.800], [2.170, 0.454, -1.611], [1.573, 0.895, -0.040], [1.374, 0.286, -2.623], [0.061, 0.422, -2.180], [-0.812, 0.979, -3.038], [-0.481, 1.290, -4.446], [0.025, 0.302, -5.292], [0.284, 0.580, -6.623], [0.051, 1.853, -7.133], [-0.426, 2.848, -6.295], [-0.690, 2.567, -4.960], [-2.015, 1.316, -2.410], [-3.132, 1.947, -3.021], [-4.159, 2.396, -2.253], [-4.096, 2.218, -0.848], [-3.060, 1.521, -0.320], [-2.034, 1.008, -1.064], [4.140, 0.654, -1.105], [3.835, 0.218, -2.748], [0.212, -0.687, -4.895], [0.665, -0.201, -7.270], [0.248, 2.067, -8.176], [-0.591, 3.848, -6.676], [-1.039, 3.354, -4.303], [-3.133, 2.078, -4.094], [-5.006, 2.894, -2.707], [-4.862, 2.612, -0.194], [-2.984, 1.344, 0.743], [-0.347, -5.666, 0.832], [0.948, -5.308, 0.716], [1.907, -6.314, 0.831], [3.251, -6.006, 0.758], [3.671, -4.691, 0.562], [2.723, -3.698, 0.422], [1.358, -3.987, 0.491], [0.398, -2.882, 0.290], [0.855, -1.740, -0.061], [-0.873, -3.106, 0.489], [-1.641, -1.931, 0.320], [-2.868, -2.270, 0.057], [-3.263, -3.922, -0.347], [-5.033, -3.630, -0.621], [-5.250, -2.156, -0.915], [-4.226, -1.213, 0.232], [-0.885, -4.848, 0.775], [1.566, -7.329, 0.986], [3.982, -6.798, 0.859], [4.724, -4.452, 0.517], [3.012, -2.669, 0.249], [-5.585, -3.949, 0.263], [-5.328, -4.242, -1.472], [-6.284, -1.852, -0.759], [-4.951, -1.906, -1.932], [-0.344, -1.107, 3.337], [-0.253, 0.374, 3.628], [-1.152, 0.784, 4.781], [-0.644, 1.020, 2.374], [0.011, -1.672, 4.199], [0.269, -1.369, 2.476], [-1.377, -1.395, 3.130], [0.786, 0.646, 3.820], [-2.190, 0.824, 4.443], [-0.883, 1.748, 5.200], [-1.083, 0.032, 5.569], [0.153, 4.373, 3.177], [-0.004, 2.948, 3.281], [-0.515, 2.343, 2.201], [-0.824, 2.884, 1.179], [-0.043, 4.774, 4.167], [-0.543, 4.778, 2.448], [1.174, 4.596, 2.874]],
  "lumo_energy_ev": [-0.24, -0.26],
  "e_above_lowest_ev": 1.276,
  "multiplicity": 2,
  "e_homo_ha": [-0.2417, -0.2286],
  "e_tot_ev": -83337.2936
}